# CHN5O

A single CHN5O molecule in a non-equilibrium geometry (ωB97M-V with the def2-TZVPD basis set, OMol25).

The geometry in XYZ format:
```
8
Properties=species:S:1:pos:R:3:forces:R:3:nbo_charge:R:1
N 0.014 0.163 0.331 0.9 -0.4 -0.5 -0.641
C 0.278 -0.984 0.632 -0.3 1.5 0.3 0.564
N 0.839 -2.001 1.011 1.6 -0.2 1.7 -0.360
N 0.556 -3.300 0.794 -1.6 0.8 -1.9 -0.028
N -0.390 -3.300 -0.117 2.8 -3.7 0.2 0.031
N -1.175 -2.464 -0.384 -3.4 3.1 0.5 0.307
O -1.671 -1.811 -1.266 0.6 -1.1 -0.5 -0.279
H -0.852 0.596 0.563 -0.6 0.2 0.2 0.406
```
Positions in Å, forces in eV/Å.

- SMILES string: N=C=N/N=N\N=O
- Orbital gap (alpha / beta): 7.620 / 7.622 eV
- Net charge: 0

# C44H51BrGdN7O8S5Si

A molecular structure, C44H51BrGdN7O8S5Si in a non-equilibrium geometry (ωB97M-V with the def2-TZVPD basis set, OMol25).

The geometry in XYZ format:
```
118
Properties=species:S:1:pos:R:3:forces:R:3:lowdin_spin:R:1
Gd -1.048 0.916 0.054 1.1 -0.7 -0.5 7.195
C -3.039 -2.566 -2.702 0.4 1.0 -1.0 0.000
C -2.291 -3.854 -2.423 -0.3 -0.8 1.3 0.000
S -1.237 -3.586 -0.941 1.0 -1.5 0.0 0.000
C -1.415 -5.193 -0.005 2.0 0.9 -0.2 0.000
C -2.678 -5.230 0.788 -1.9 -0.2 1.8 0.000
S -3.404 -3.568 1.012 -1.3 -0.8 0.5 0.000
C -4.916 -3.660 -0.035 -0.3 0.0 1.0 0.000
C -5.069 -2.354 -0.786 0.2 1.6 0.9 0.000
S -3.488 -1.572 -1.249 -0.7 0.1 -0.9 0.001
H -2.369 -1.866 -3.232 -0.3 -0.3 0.0 0.000
H -3.938 -2.732 -3.336 0.5 0.2 0.4 0.000
H -3.042 -4.664 -2.316 0.6 0.2 0.4 0.000
H -1.540 -4.190 -3.122 -0.4 0.3 -0.9 0.000
H -1.276 -6.039 -0.681 -0.1 0.1 0.1 0.000
H -0.530 -5.195 0.699 -0.8 0.1 -0.9 0.000
H -3.490 -5.893 0.411 0.7 0.4 0.0 0.000
H -2.548 -5.530 1.863 0.3 -0.1 -1.1 0.000
H -4.920 -4.477 -0.743 0.6 -0.3 -0.1 0.000
H -5.785 -3.877 0.628 0.5 0.4 -0.5 0.000
H -5.650 -2.464 -1.696 -0.3 0.1 0.0 0.000
H -5.492 -1.534 -0.131 0.0 -1.1 -0.7 0.000
O -2.060 1.531 7.647 -2.3 0.2 -1.2 0.000
N -3.132 1.579 6.999 0.2 -0.1 2.1 0.000
O -4.273 1.481 7.464 1.9 0.2 0.5 0.000
C -3.083 1.664 5.572 0.0 0.1 -2.1 0.000
C -4.283 1.520 4.935 0.8 -0.3 0.5 0.000
C -4.362 1.228 3.537 -0.5 0.0 1.2 0.000
C -5.610 0.957 2.942 0.3 0.9 -1.2 0.000
C -5.636 0.934 1.552 1.7 0.0 1.2 0.000
C -4.407 1.001 0.835 0.1 -0.3 1.0 0.000
N -3.220 1.054 1.451 -0.7 0.0 -0.3 -0.002
C -3.193 1.199 2.795 0.3 0.3 -0.7 0.000
C -1.916 1.474 3.417 1.6 -0.2 0.6 0.000
N -0.772 1.395 2.628 -1.0 0.1 1.1 -0.009
C 0.390 1.705 3.209 -1.5 -0.2 -1.0 0.000
C 0.465 2.262 4.462 0.9 1.1 2.3 -0.001
C -0.622 2.341 5.323 -0.4 -1.0 -1.4 0.001
C -1.841 1.784 4.815 -0.1 0.3 -0.3 0.000
H -5.152 1.585 5.572 -0.2 -0.3 -0.3 0.000
H -6.513 0.949 3.563 0.4 -0.1 -0.4 0.000
H -6.546 0.913 1.043 -1.2 -0.2 -0.9 0.000
H -4.359 0.967 -0.250 -0.2 0.1 0.1 0.000
H 1.266 1.574 2.618 0.5 -0.1 -0.5 0.000
H 1.452 2.665 4.781 -0.9 -0.4 -0.2 0.000
H -0.609 2.757 6.325 0.3 -0.1 -0.3 0.000
Br -4.508 5.930 -5.142 0.2 0.0 0.1 0.000
C -3.340 5.782 -3.662 0.5 -0.4 0.2 0.000
C -2.772 6.889 -3.083 0.4 -0.1 1.0 0.000
N -2.035 6.792 -1.925 -0.7 2.4 -1.8 0.000
C -1.830 5.655 -1.378 -0.1 -1.8 1.0 0.000
C -2.332 4.457 -1.960 0.7 -0.5 1.3 -0.001
C -3.041 4.515 -3.122 -1.0 0.6 -0.7 0.000
C -2.037 3.185 -1.217 1.6 -1.9 0.7 0.001
O -1.030 3.210 -0.368 -2.2 0.0 -1.3 -0.032
O -2.617 2.049 -1.436 0.6 2.1 0.1 -0.010
H -2.917 7.882 -3.509 0.1 -0.2 0.3 0.000
H -1.310 5.635 -0.387 -0.4 -0.1 -1.1 0.000
H -3.452 3.665 -3.648 0.1 -0.4 0.3 0.000
C 3.933 3.863 -1.717 0.5 -0.1 -0.5 0.001
Si 3.329 3.610 0.022 -0.1 -0.7 1.0 0.002
C 4.622 3.375 1.370 -0.3 -0.5 0.2 0.000
C 2.339 5.058 0.637 -0.1 1.0 -1.4 0.000
C 2.257 2.081 0.068 -2.7 -1.8 -0.6 -0.003
C 1.306 1.255 -0.084 2.5 2.9 1.0 -0.122
H 4.926 4.338 -1.703 -0.2 -0.1 -0.1 0.000
H 3.259 4.550 -2.225 -0.1 0.1 -0.1 0.000
H 3.998 2.957 -2.351 0.0 0.4 0.6 0.000
H 5.356 4.180 1.476 -0.1 -0.1 0.0 0.000
H 5.134 2.440 1.147 0.4 0.0 0.1 0.000
H 4.119 3.191 2.356 0.3 0.4 -0.8 0.000
H 2.983 5.979 0.625 -0.6 -0.7 0.0 0.000
H 2.041 4.875 1.652 -0.3 -0.1 0.5 0.000
H 1.444 5.231 -0.013 0.6 0.0 0.6 0.000
O 7.573 -3.735 -0.154 0.0 -1.2 1.6 0.000
S 7.565 -4.762 0.909 -2.6 -0.9 0.2 0.000
O 7.057 -6.090 0.500 1.3 0.6 -0.9 0.000
O 8.574 -4.731 1.924 2.7 0.2 -0.6 0.000
C 6.246 -4.655 2.153 0.1 0.9 -1.4 0.000
N 6.417 -5.416 3.223 -1.2 0.2 1.4 0.000
C 5.413 -5.330 4.120 1.2 0.0 -1.1 0.000
C 4.282 -4.563 3.921 -1.0 0.7 0.1 0.000
C 4.187 -3.845 2.720 1.0 -0.6 0.1 0.000
N 5.204 -3.911 1.856 -1.1 0.5 0.3 0.000
C 3.067 -3.012 2.219 -1.2 -0.2 0.5 0.000
C 3.131 -2.480 0.941 -1.0 0.6 0.0 0.000
C 2.082 -1.702 0.483 -0.8 -0.4 0.4 -0.001
N 0.921 -1.485 1.148 0.1 0.3 -0.4 0.000
C 0.808 -2.052 2.338 0.7 -0.5 1.0 0.000
C 1.860 -2.808 2.904 -0.2 0.3 0.4 0.000
H 5.573 -5.880 5.032 -0.2 -0.2 0.2 0.000
H 3.532 -4.514 4.710 0.1 0.0 -0.3 0.000
H 3.946 -2.678 0.295 0.9 -0.1 -0.3 0.000
H 2.140 -1.266 -0.498 0.0 0.2 -0.2 0.000
H -0.121 -1.876 2.931 0.7 -0.2 -0.6 0.000
H 1.754 -3.192 3.923 -0.1 0.1 -0.4 0.000
C 3.983 -0.255 -2.958 -0.1 -0.6 1.6 0.000
C 3.058 -0.989 -3.931 -0.1 1.2 0.0 0.000
C 1.661 -1.281 -3.432 -1.4 0.2 -0.6 -0.003
S 0.836 0.211 -2.659 0.1 -1.1 0.0 -0.005
O -0.482 -0.314 -2.007 0.7 0.7 -0.3 -0.008
C 0.299 1.162 -4.108 -0.4 -0.1 0.6 -0.001
C -0.698 0.510 -5.056 -0.2 -0.5 0.1 0.000
C -0.316 0.813 -6.517 0.6 -1.0 1.2 0.000
H 4.936 -0.116 -3.430 0.5 0.2 -0.3 0.000
H 4.191 -0.939 -2.075 -0.3 1.0 -0.8 0.000
H 3.646 0.746 -2.564 0.0 -1.1 -0.5 0.000
H 3.537 -1.899 -4.271 0.0 -0.3 0.1 0.000
H 2.938 -0.377 -4.823 0.1 0.1 -0.3 0.000
H 1.568 -2.156 -2.798 0.1 0.3 0.8 0.000
H 0.981 -1.517 -4.257 0.2 -0.1 -0.2 0.000
H 1.192 1.471 -4.643 0.4 0.0 0.1 0.000
H -0.106 2.069 -3.621 0.1 -0.3 -0.3 0.000
H -1.699 0.846 -4.817 -0.2 0.4 0.0 0.000
H -0.790 -0.580 -4.876 0.4 0.4 -0.2 0.000
H -0.036 1.862 -6.582 -0.2 0.0 -0.5 0.000
H -1.135 0.504 -7.148 0.0 0.3 -0.5 0.000
H 0.578 0.190 -6.737 -0.5 0.5 -0.2 0.000
```
Positions in Å, forces in eV/Å.

- Multiplicity: 8
- Orbital gap (alpha / beta): 4.461 / 4.462 eV
- Net charge: 0

# C30H80O10

10 unconnected molecules or ions with the total composition C30H80O10 in a non-equilibrium geometry (ωB97M-V with the def2-TZVPD basis set, OMol25).

The geometry in XYZ format:
```
120
Properties=species:S:1:pos:R:3:forces:R:3:mulliken_charge:R:1
C 2.720 -1.962 7.116 0.5 -1.2 0.8 -1.422
C 2.262 -0.662 6.521 0.5 0.7 1.5 0.509
C 2.743 0.571 7.342 0.1 -0.2 -0.2 -1.261
O 2.737 -0.569 5.217 -0.2 0.3 -1.4 -0.521
H 2.149 -2.264 7.994 -0.2 0.0 0.0 0.388
H 3.760 -1.991 7.442 0.3 0.7 0.2 0.367
H 2.751 -2.792 6.410 -0.8 0.1 -0.3 0.369
H 1.172 -0.644 6.525 0.0 0.0 -0.5 0.256
H 2.203 0.760 8.270 -0.2 -0.3 0.0 0.381
H 2.688 1.481 6.745 -0.2 -0.1 -0.1 0.327
H 3.794 0.463 7.611 0.1 -0.2 0.0 0.303
H 3.677 -0.767 5.205 0.1 0.0 0.1 0.302
C 4.643 4.326 0.980 -0.6 0.3 0.0 -1.273
C 4.154 5.737 1.318 1.3 0.4 0.2 0.573
C 4.977 6.877 0.666 -1.5 -1.4 -0.4 -1.243
O 2.794 5.890 0.974 0.0 0.0 -0.2 -0.544
H 4.223 4.041 0.016 0.3 0.0 -0.2 0.334
H 4.206 3.642 1.708 0.2 -0.2 0.1 0.330
H 5.728 4.229 0.980 -0.1 0.0 0.0 0.354
H 4.252 5.873 2.395 0.0 0.0 0.3 0.184
H 4.787 6.786 -0.403 0.2 0.1 -0.2 0.307
H 6.040 6.717 0.846 -0.1 0.5 0.2 0.365
H 4.514 7.811 0.986 0.6 0.2 0.1 0.316
H 2.369 5.107 1.331 -0.5 0.0 0.0 0.298
C 3.810 -4.593 -1.173 -0.2 -0.2 0.8 -1.232
C 4.717 -4.537 0.088 -0.3 0.9 -1.1 0.569
C 4.151 -5.217 1.338 0.4 0.2 -0.1 -1.221
O 5.992 -5.078 -0.184 0.5 -1.1 0.5 -0.555
H 4.213 -4.125 -2.071 0.6 -0.1 0.1 0.383
H 2.897 -4.023 -1.001 -0.2 -0.2 0.2 0.292
H 3.563 -5.628 -1.405 -0.1 0.0 -0.1 0.316
H 4.894 -3.481 0.291 -0.3 0.3 0.3 0.158
H 4.136 -6.299 1.211 -0.2 0.0 0.0 0.330
H 3.172 -4.837 1.633 -0.2 -0.1 -0.5 0.348
H 4.770 -4.988 2.205 0.3 -0.1 -0.1 0.308
H 6.383 -4.773 -1.006 -0.4 0.3 0.0 0.304
C 0.273 -0.094 -6.770 0.0 -1.4 -0.6 -1.116
C 0.687 -0.300 -8.238 0.0 1.0 0.3 0.353
C -0.341 0.231 -9.208 -0.7 0.2 -0.5 -1.222
O 1.920 0.388 -8.409 0.3 0.2 -0.3 -0.539
H -0.631 -0.659 -6.543 -0.1 -0.1 0.1 0.342
H 0.077 0.950 -6.525 0.3 0.0 -0.1 0.282
H 1.098 -0.522 -6.201 -0.1 0.4 0.4 0.310
H 0.986 -1.312 -8.512 -0.5 -0.3 0.5 0.281
H -1.342 -0.186 -9.102 0.1 -0.6 0.1 0.350
H -0.031 0.096 -10.244 0.1 0.0 0.0 0.333
H -0.552 1.291 -9.062 0.5 0.3 0.1 0.298
H 1.720 1.324 -8.341 0.2 0.3 0.0 0.328
C -2.750 -8.162 7.190 1.1 0.6 0.3 -1.134
C -2.205 -6.728 7.559 -0.4 -0.6 -1.7 0.410
C -2.335 -5.720 6.374 -0.6 -0.7 0.3 -1.292
O -3.045 -6.271 8.573 -0.7 0.9 0.9 -0.554
H -2.609 -8.852 8.021 0.0 0.1 0.3 0.330
H -2.238 -8.648 6.360 -0.1 0.3 -0.3 0.330
H -3.824 -8.078 7.022 0.1 0.1 -0.2 0.316
H -1.189 -6.668 7.949 0.3 -0.6 -0.3 0.279
H -2.138 -4.703 6.715 0.1 -0.1 0.0 0.303
H -3.356 -5.767 5.994 -0.3 0.2 0.3 0.319
H -1.771 -5.937 5.467 0.6 -0.2 0.4 0.369
H -2.818 -6.735 9.382 -0.1 0.0 0.1 0.323
C -5.741 2.759 -4.636 0.9 0.8 1.2 -1.187
C -6.038 3.806 -5.721 1.0 -2.2 0.0 0.193
C -5.043 3.795 -6.867 0.6 0.3 0.8 -1.092
O -7.253 3.362 -6.261 -1.6 1.0 -0.3 -0.556
H -6.578 2.683 -3.942 -0.3 -0.1 -0.3 0.334
H -4.924 3.043 -3.972 0.4 0.2 -0.1 0.367
H -5.458 1.764 -4.981 -0.3 0.0 -0.5 0.320
H -6.036 4.812 -5.301 -0.8 0.0 0.0 0.335
H -4.950 2.800 -7.302 -0.2 0.0 -0.2 0.310
H -4.068 4.042 -6.445 0.3 0.2 -0.3 0.317
H -5.372 4.537 -7.594 0.3 -0.2 -0.2 0.295
H -7.072 2.478 -6.588 -0.2 -0.1 -0.1 0.364
C 2.368 5.801 -6.212 -0.2 0.0 -1.0 -1.268
C 1.886 6.359 -7.559 0.0 1.0 0.1 0.510
C 2.747 7.545 -8.055 -1.1 0.5 0.6 -1.236
O 1.860 5.395 -8.578 0.4 -1.5 -0.3 -0.548
H 2.334 6.593 -5.464 0.3 0.0 -0.1 0.356
H 3.378 5.428 -6.381 0.1 0.0 0.4 0.334
H 1.723 5.005 -5.840 0.1 -0.1 -0.2 0.305
H 0.835 6.633 -7.466 0.0 0.8 0.5 0.198
H 3.735 7.262 -8.419 -0.1 -0.1 0.2 0.313
H 2.792 8.321 -7.291 0.5 -0.2 0.4 0.349
H 2.214 8.096 -8.829 0.0 -0.4 -0.5 0.371
H 1.410 5.775 -9.336 0.0 0.0 0.0 0.316
C 0.050 0.254 -0.118 0.5 -0.6 0.9 -1.253
C -0.885 0.580 1.052 0.7 0.4 -0.3 0.595
C -1.392 -0.584 1.833 -0.6 -0.4 -0.1 -1.242
O -0.229 1.483 1.953 -0.5 0.7 -0.5 -0.507
H -0.300 -0.581 -0.725 -0.4 0.4 -0.4 0.368
H 0.978 -0.151 0.285 0.3 0.1 0.2 0.274
H 0.311 1.158 -0.668 -0.2 -0.2 -0.2 0.304
H -1.756 1.069 0.615 0.0 0.5 0.2 0.203
H -1.764 -1.332 1.133 0.2 -0.4 0.2 0.340
H -2.244 -0.272 2.437 0.0 0.0 0.1 0.306
H -0.631 -0.965 2.514 0.1 -0.4 -0.2 0.324
H 0.265 0.990 2.612 0.0 -0.2 -0.1 0.289
C -0.620 -8.985 0.352 -0.5 0.4 1.0 -1.157
C -2.080 -8.529 0.013 1.7 -0.3 0.2 0.321
C -2.152 -7.035 -0.284 0.2 0.1 0.7 -1.234
O -2.477 -9.311 -1.083 -0.6 0.1 -0.6 -0.541
H -0.529 -10.071 0.365 -0.2 0.0 -0.3 0.330
H -0.347 -8.685 1.363 0.0 0.3 0.1 0.344
H 0.148 -8.563 -0.297 -0.2 0.0 -0.3 0.289
H -2.729 -8.790 0.849 -0.1 0.0 0.0 0.300
H -3.149 -6.693 -0.561 0.0 -0.2 -0.1 0.333
H -1.414 -6.709 -1.016 -0.1 -0.3 -0.4 0.340
H -1.852 -6.498 0.616 -0.2 0.1 0.2 0.326
H -2.002 -8.905 -1.812 -0.1 -0.3 -0.5 0.352
C -4.093 5.692 4.393 0.0 0.8 0.3 -1.170
C -3.313 5.326 5.663 -1.1 -1.3 -0.7 0.322
C -3.905 4.051 6.222 -0.5 -0.7 1.0 -1.217
O -1.995 5.075 5.310 1.8 0.5 0.1 -0.527
H -3.986 4.888 3.665 0.0 -0.1 0.0 0.310
H -3.690 6.594 3.933 0.1 0.1 0.0 0.315
H -5.156 5.857 4.566 0.0 -0.1 0.1 0.346
H -3.315 6.072 6.457 0.1 0.3 -0.3 0.302
H -4.187 3.325 5.460 -0.3 0.2 -0.3 0.284
H -4.758 4.272 6.864 -0.4 -0.1 -0.2 0.351
H -3.239 3.475 6.864 0.5 0.4 0.1 0.361
H -1.938 4.384 4.646 -0.2 -0.1 -0.1 0.326
```
Positions in Å, forces in eV/Å.

- SMILES string: CC(C)O.CC(C)O.CC(C)O.CC(C)O.CC(C)O.CC(C)O.CC(C)O.CC(C)O.CC(C)O.CC(C)O
- Orbital gap: 10.107 eV
- Net charge: 0

ΔE to the lowest compared entry with this formula, charge and spin / eV: 9.0781, 0.0000, 3.7926